Formula: C4H5N3O
Source: the Open Molecules 2025 dataset
Level of theory: ωB97M-V/def2-TZVPD

Results
ΔE to the lowest compared entry with this formula, charge and spin: 555.77 kJ/mol
frontier orbital gap: 8.84 eV
HOMO level: -8.18 eV
multiplicity: 1
net charge: 0

Each line ends with the Mulliken charge.
CARTESIAN COORDINATES (ANGSTROEM)
1 C -1.052 -0.115 0.023  -0.176
2 C 1.056 0.778 -0.048  0.374
3 C 2.263 -0.138 -0.050  -0.271
4 C 0.326 -0.385 0.076  0.411
5 H -2.587 -0.979 0.969  0.293
6 H -2.225 -1.847 -0.724  0.295
7 H -1.876 1.770 -0.325  0.319
8 H 2.757 -0.068 0.907  0.194
9 H 3.020 -0.051 -0.813  0.304
10 N -2.230 -0.855 -0.095  -0.634
11 N -0.966 1.277 0.077  0.240
12 N 0.226 1.911 -0.027  -0.822
13 O 1.288 -1.296 0.030  -0.527

Atoms 1-3, force components in eV/Å:
3.6 0.0 -0.1
-2.8 1.5 0.3
0.0 0.7 1.5

Formula: C18H18N2O2
Source: the Open Molecules 2025 dataset
Level of theory: ωB97M-V/def2-TZVPD

Results
ΔE to the lowest compared entry with this formula, charge and spin: 1742.35 kJ/mol
frontier orbital gap: 7.20 eV
HOMO level: -7.43 eV
multiplicity: 1
net charge: 0

Each line ends with the Mulliken charge.
CARTESIAN COORDINATES (ANGSTROEM)
1 C -1.799 3.038 -0.183  -1.418
2 C -0.839 1.907 -0.801  0.863
3 C 0.610 2.395 -0.582  -1.493
4 C 1.564 1.352 -1.063  -0.538
5 C 1.195 0.069 -1.782  -0.250
6 N 1.678 -1.018 -2.167  -0.005
7 C 0.685 -2.027 -2.307  -0.234
8 C -0.421 -1.544 -2.156  0.923
9 C -1.659 -2.197 -2.613  -1.663
10 C -2.522 -2.352 -1.035  -0.874
11 N -1.536 -2.330 -0.124  -0.281
12 C -1.531 -1.274 0.857  0.530
13 O -2.555 -0.844 1.054  -0.488
14 C -0.282 -1.053 1.533  0.290
15 C 0.141 0.026 2.051  -0.306
16 C 1.247 0.605 2.682  0.212
17 C 1.611 1.675 3.174  -0.551
18 C 2.975 1.745 3.414  -0.570
19 C 3.575 0.138 2.927  -0.537
20 O 2.370 -0.337 2.326  -0.344
21 C -0.360 -0.179 -1.779  1.007
22 C -1.358 0.676 -1.316  -1.893
23 H -2.687 2.692 0.487  0.276
24 H -2.203 3.527 -0.942  0.562
25 H -1.242 3.767 0.646  0.224
26 H 1.084 2.991 -0.121  0.770
27 H 2.690 1.352 -0.931  0.229
28 H 2.544 -1.250 -2.058  0.014
29 H 1.083 -2.834 -2.927  0.325
30 H -1.641 -3.207 -2.883  0.446
31 H -2.381 -1.740 -3.119  0.385
32 H -3.272 -1.737 -0.852  0.504
33 H -2.914 -3.385 -1.183  0.385
34 H -0.546 -2.978 -0.188  0.361
35 H 0.574 -1.953 1.383  0.143
36 H -0.823 0.824 2.107  -0.013
37 H 1.021 2.653 3.357  0.311
38 H 3.648 2.247 3.818  0.702
39 H 4.489 0.026 2.687  0.509
40 H -2.210 0.533 -1.388  1.485

Atoms 1-3, force components in eV/Å:
1.8 -2.5 5.7
0.7 3.4 2.7
-6.2 -16.0 -9.5

Formula: C4H9NO2S
Source: the Open Molecules 2025 dataset
Level of theory: ωB97M-V/def2-TZVPD

Results
ΔE to the lowest compared entry with this formula, charge and spin: 468.92 kJ/mol
frontier orbital gap: 9.24 eV
HOMO level: -8.90 eV
multiplicity: 1
net charge: 0

Each line ends with the Mulliken charge.
CARTESIAN COORDINATES (ANGSTROEM)
1 C -0.958 -0.235 3.570  -0.603
2 C -1.740 -0.270 2.505  -0.142
3 C 1.237 1.613 -2.025  -0.366
4 C 0.934 -0.658 -2.744  -0.072
5 N 1.126 0.549 -2.976  -0.422
6 O -1.609 -2.212 1.183  -0.482
7 O 0.452 -0.768 1.110  -0.516
8 S -1.023 -0.626 0.924  0.587
9 H -1.150 -0.403 4.570  0.273
10 H 0.110 -0.042 3.522  0.221
11 H -2.706 -0.578 2.727  0.339
12 H 0.710 2.482 -2.465  0.214
13 H 0.724 1.254 -1.014  0.095
14 H 2.348 1.547 -1.958  0.252
15 H 0.687 -0.965 -1.584  0.001
16 H -2.148 -2.432 0.424  0.323
17 H 0.981 -1.481 -3.470  0.298

Atoms 1-3, force components in eV/Å:
2.2 0.9 -1.6
1.8 -0.1 1.7
-1.0 -2.4 1.4

Formula: C36H57AlBINO20
Source: the Open Molecules 2025 dataset
Level of theory: ωB97M-V/def2-TZVPD

Results
frontier orbital gap: 5.74 eV
HOMO level: -3.64 eV
multiplicity: 1
net charge: -1

Each line ends with the Mulliken charge.
CARTESIAN COORDINATES (ANGSTROEM)
1 C 0.985 -4.666 -0.469  -1.251
2 C 1.407 -3.166 -0.266  -0.063
3 C 0.521 -2.097 -1.030  -0.611
4 I -0.225 -2.766 -2.966  -0.230
5 Al 1.734 -0.426 -1.276  -0.682
6 C 2.693 -0.193 0.519  -0.380
7 N 4.010 0.513 0.422  -0.024
8 C 4.002 1.863 1.016  -0.676
9 C 2.974 -0.859 -2.835  -0.287
10 B 4.241 0.072 -2.966  0.560
11 O 5.460 -0.407 -2.382  -0.559
12 O 4.301 1.327 -3.644  -0.586
13 C 0.593 1.251 -1.539  0.700
14 C 1.133 2.524 -2.029  -0.236
15 C 0.225 3.661 -2.134  -0.596
16 C -1.162 3.550 -1.764  -0.393
17 C -1.727 2.305 -1.294  -0.310
18 C -0.837 1.160 -1.184  -0.504
19 H -0.012 -4.846 0.001  0.246
20 H 1.061 -5.032 -1.519  0.435
21 H 1.719 -5.290 0.127  0.276
22 H 2.473 -2.979 -0.572  0.097
23 H 1.286 -2.939 0.829  0.154
24 H -0.336 -1.798 -0.377  0.513
25 H 1.961 0.359 1.187  0.087
26 H 2.872 -1.175 1.051  0.356
27 H 4.748 -0.054 0.830  0.231
28 H 4.474 2.648 0.350  0.171
29 H 2.994 2.250 1.284  0.283
30 H 4.660 1.841 1.932  0.120
31 H 3.348 -1.912 -2.670  0.155
32 H 2.423 -0.850 -3.812  0.230
33 H 6.218 0.032 -2.802  0.251
34 H 4.727 1.930 -3.007  0.258
35 H 2.209 2.585 -2.299  0.318
36 H 0.666 4.625 -2.480  0.331
37 H -1.834 4.432 -1.829  0.187
38 H -2.790 2.183 -0.981  0.374
39 H -1.229 0.183 -0.821  0.085
40 C 0.787 1.782 -7.333  -1.367
41 C -0.143 2.912 -6.955  0.478
42 C 0.532 4.028 -6.206  -0.390
43 O -0.529 4.546 -5.405  -0.302
44 C -1.409 3.527 -5.207  0.563
45 O -2.305 3.553 -4.427  -0.423
46 O -1.125 2.471 -6.016  -0.327
47 H 1.143 1.254 -6.446  0.277
48 H 0.259 1.046 -7.944  0.357
49 H 1.646 2.148 -7.899  0.369
50 H -0.665 3.287 -7.842  0.212
51 H 0.923 4.798 -6.872  0.307
52 H 1.335 3.687 -5.545  0.263
53 C -3.131 -7.180 -2.198  -1.417
54 C -2.420 -7.923 -1.091  0.510
55 C -3.291 -8.910 -0.362  -0.493
56 O -2.707 -8.933 0.939  -0.333
57 C -2.098 -7.728 1.122  0.537
58 O -1.679 -7.339 2.167  -0.488
59 O -2.036 -7.029 -0.040  -0.255
60 H -3.902 -6.520 -1.796  0.350
61 H -2.426 -6.546 -2.737  0.343
62 H -3.589 -7.870 -2.910  0.376
63 H -1.515 -8.403 -1.477  0.223
64 H -3.263 -9.901 -0.815  0.316
65 H -4.333 -8.589 -0.272  0.307
66 C -4.976 4.704 -3.727  -1.322
67 C -5.913 5.822 -3.334  0.585
68 C -5.241 6.939 -2.585  -0.367
69 O -6.301 7.445 -1.771  -0.346
70 C -7.173 6.419 -1.571  0.612
71 O -8.067 6.440 -0.783  -0.552
72 O -6.888 5.369 -2.385  -0.363
73 H -4.604 4.174 -2.849  0.232
74 H -5.502 3.967 -4.337  0.349
75 H -4.127 5.080 -4.298  0.355
76 H -6.446 6.197 -4.214  0.241
77 H -4.863 7.715 -3.250  0.340
78 H -4.429 6.601 -1.934  0.224
79 C 5.383 0.882 6.146  -1.433
80 C 5.283 2.287 5.596  0.450
81 C 4.479 3.221 6.460  -0.485
82 O 3.957 4.147 5.509  -0.361
83 C 3.888 3.491 4.312  0.613
84 O 3.323 3.901 3.352  -0.475
85 O 4.550 2.302 4.371  -0.250
86 H 4.409 0.388 6.139  0.366
87 H 6.044 0.277 5.522  0.354
88 H 5.775 0.882 7.166  0.382
89 H 6.283 2.689 5.400  0.222
90 H 5.093 3.736 7.199  0.303
91 H 3.643 2.733 6.969  0.305
92 C -3.302 4.129 3.573  -1.507
93 C -3.872 3.026 2.712  0.542
94 C -4.569 1.944 3.493  -0.503
95 O -4.386 0.799 2.664  -0.351
96 C -3.249 1.012 1.938  0.564
97 O -2.700 0.185 1.289  -0.451
98 O -2.829 2.301 2.059  -0.263
99 H -2.484 3.759 4.195  0.364
100 H -2.885 4.920 2.947  0.360
101 H -4.069 4.567 4.216  0.383
102 H -4.527 3.446 1.942  0.238
103 H -5.630 2.152 3.633  0.308
104 H -4.113 1.747 4.468  0.301
105 C 0.316 -6.434 4.377  -1.574
106 C 1.715 -5.975 4.035  0.806
107 C 2.794 -6.724 4.768  -0.427
108 O 3.838 -5.756 4.854  -0.346
109 C 3.245 -4.528 4.819  0.643
110 O 3.804 -3.506 5.063  -0.558
111 O 1.934 -4.629 4.474  -0.354
112 H 0.069 -6.198 5.415  0.372
113 H -0.413 -5.914 3.756  0.359
114 H 0.199 -7.507 4.218  0.373
115 H 1.871 -6.010 2.953  0.114
116 H 3.131 -7.605 4.221  0.327
117 H 2.508 -7.022 5.781  0.284

Atoms 1-3, force components in eV/Å:
1.1 -0.1 1.1
-0.8 -0.1 -0.8
0.7 0.4 1.3

Formula: C34H23N8O4RhS
Source: the Open Molecules 2025 dataset
Level of theory: ωB97M-V/def2-TZVPD

Results
ΔE to the lowest compared entry with this formula, charge and spin: 119.21 kJ/mol
frontier orbital gap (spin up / spin down): 5.60 / 5.77 eV
HOMO level (spin up / spin down): -6.06 / -8.98 eV
⟨S²⟩: 6.054
multiplicity: 5
net charge: 0

Each line ends with the Löwdin spin population.
CARTESIAN COORDINATES (ANGSTROEM)
1 Rh 1.368 1.867 -0.187  1.595
2 N 3.043 1.106 3.767  0.099
3 C 1.748 1.015 4.202  0.127
4 C 1.200 0.722 5.426  0.008
5 C -0.195 0.715 5.510  0.210
6 C -1.018 0.993 4.400  0.027
7 C -0.488 1.288 3.170  0.126
8 C 0.925 1.305 3.048  0.081
9 N 1.671 1.550 1.991  0.291
10 C 3.023 1.423 2.405  0.244
11 C 4.053 1.585 1.546  0.134
12 C 5.464 1.496 1.765  0.425
13 S 6.293 1.810 0.303  0.175
14 C 4.764 2.043 -0.502  0.018
15 N 3.726 1.897 0.220  0.097
16 H 3.867 0.950 4.316  0.003
17 H 1.812 0.506 6.291  -0.004
18 H -0.659 0.488 6.460  0.011
19 H -2.091 0.971 4.529  -0.002
20 H -1.101 1.503 2.307  0.005
21 H 5.986 1.266 2.676  0.023
22 H 4.722 2.278 -1.557  0.000
23 C 1.602 2.383 -4.914  0.049
24 C 2.407 1.478 -4.235  -0.005
25 C 2.344 1.401 -2.850  0.042
26 C 1.469 2.221 -2.130  -0.004
27 C 0.677 3.141 -2.823  0.045
28 C 0.738 3.212 -4.207  -0.004
29 H 1.652 2.449 -5.993  0.003
30 H 3.081 0.832 -4.784  -0.001
31 H 2.963 0.683 -2.321  0.002
32 H 0.018 3.804 -2.278  0.003
33 H 0.119 3.925 -4.736  -0.001
34 N 0.863 4.950 0.439  0.009
35 C 1.047 3.840 0.175  0.011
36 N -7.243 -4.272 -2.428  0.000
37 C -6.507 -3.436 -2.149  0.000
38 C -5.592 -2.380 -1.801  0.000
39 C -4.378 -2.259 -2.473  0.000
40 C -3.507 -1.239 -2.147  0.000
41 C -3.839 -0.350 -1.133  0.001
42 C -5.043 -0.467 -0.456  0.000
43 C -5.924 -1.478 -0.795  0.000
44 N -2.921 0.665 -0.765  0.003
45 C -3.203 1.942 -0.311  0.003
46 C -2.001 2.511 -0.025  0.005
47 N -0.999 1.595 -0.251  0.087
48 C -1.577 0.515 -0.703  0.006
49 H -4.127 -2.961 -3.256  0.000
50 H -2.575 -1.124 -2.685  0.000
51 H -5.277 0.212 0.353  0.000
52 H -6.863 -1.581 -0.270  0.000
53 H -4.206 2.329 -0.285  0.001
54 H -1.782 3.509 0.319  0.000
55 H -1.066 -0.394 -0.971  0.000
56 O 3.345 -0.984 -0.395  0.010
57 C 2.137 -1.127 -0.281  0.004
58 O 1.235 -0.209 -0.331  0.036
59 C 1.546 -2.514 -0.103  0.001
60 C 2.341 -3.645 -0.240  0.000
61 C 1.785 -4.913 -0.113  0.000
62 C 0.432 -5.065 0.144  0.000
63 C -0.342 -3.926 0.283  0.000
64 C 0.196 -2.659 0.176  0.000
65 N -1.788 -4.053 0.530  0.000
66 O -2.453 -3.033 0.537  0.000
67 O -2.236 -5.166 0.708  0.000
68 H 3.393 -3.510 -0.452  0.000
69 H 2.408 -5.790 -0.223  0.000
70 H -0.027 -6.039 0.235  0.000
71 H -0.432 -1.797 0.326  0.000

Atoms 1-3, force components in eV/Å:
-0.4 0.2 0.2
0.0 0.0 -0.1
0.0 0.0 0.0